DFT (ωB97M-V with the def2-TZVPD basis set) results for 8 unconnected molecules or ions with the total composition C5H25NO7.

Properties
spin multiplicity	1
E	-21408.492	eV

Last column: natural (NBO) charge in e.
Geometry (Å):
C  0.93530  1.34017  -2.84054  -0.645
C  0.79735  -0.13613  -2.37719  -0.449
C  -0.70687  -0.43631  -2.37765  -0.250
C  -1.77497  -0.51376  -1.54362  0.162
C  -3.22126  -0.39962  -1.97400  -0.650
N  -1.56473  -0.45147  -0.13018  -0.865
H  1.56605  1.79261  -2.06498  0.197
H  -0.09629  1.90139  -2.81929  0.215
H  1.10640  1.79699  -3.89022  0.242
H  1.17206  -0.75499  -3.18853  0.222
H  1.19709  -0.44515  -1.44165  0.217
H  -1.04215  -0.42278  -3.50890  0.181
H  -3.64966  -1.21426  -2.73977  0.226
H  -3.36504  0.42680  -2.78824  0.232
H  -3.88123  -0.31588  -1.20613  0.214
H  -2.04784  -0.27886  0.60775  0.378
H  -0.71838  0.15157  0.12806  0.374
O  -0.54750  0.84323  4.58179  -0.990
H  0.31676  0.15346  4.66904  0.497
H  -0.37377  1.26357  3.77260  0.459
O  1.65862  3.64790  -0.05483  -0.943
H  1.25240  3.21973  -0.83004  0.472
H  1.00908  4.26370  0.24868  0.470
O  1.06474  -2.56257  0.40180  -0.984
H  0.33743  -2.65651  -0.11172  0.499
H  1.92891  -2.42013  0.19297  0.487
O  0.71439  -1.36752  3.85740  -0.975
H  -0.30844  -1.53189  3.92597  0.502
H  1.04488  -1.60941  3.00956  0.501
O  -0.20030  2.65769  2.16707  -0.942
H  -0.08575  3.55532  2.60649  0.475
H  0.67278  2.27339  2.42684  0.473
O  4.13510  -0.42398  0.91595  -0.920
H  4.14270  0.49698  0.73859  0.470
H  4.12828  -0.82802  0.14792  0.451
O  -1.53340  -3.89671  0.53951  -0.936
H  -2.49560  -4.14091  0.42216  0.469
H  -1.56715  -2.97763  0.52737  0.465

Cartesian forces, eV/Å:
C -1.8974 2.6926 0.2247
C -2.5225 -0.1952 -1.9036
C -1.9982 -0.2167 -3.0573
C 0.9054 1.0332 0.8595
C 0.7497 -0.9223 -6.2765
N 7.3164 0.0499 -4.6776
H 0.1343 0.5061 -0.7337
H 1.4619 -1.2232 0.9593
H 1.0062 -1.9682 1.3333
H 0.4348 -0.3709 0.3031
H 0.9586 0.4421 0.7496
H 0.3473 -0.0701 2.2435
H 1.2467 0.8267 2.1252
H 0.4274 -0.6628 2.0655
H -1.8121 0.4192 2.1750
H -5.6861 1.0000 4.7261
H -1.0581 -1.5109 -1.0292
O 2.8959 -3.3136 2.4753
H -3.3769 2.6996 -0.5509
H 0.0915 1.0035 -1.7828
O 0.5747 -0.7974 -0.8493
H 0.1712 0.3033 0.5090
H -0.6745 0.5069 0.3018
O -0.3137 -0.0079 5.4868
H -2.3197 -0.3865 -3.3510
H 2.8005 0.4661 -2.0371
O -2.8544 -0.2872 1.7981
H 3.0937 0.3169 -0.7218
H -0.0170 -0.5197 -1.2640
O 1.5020 1.3173 1.4445
H -0.6299 -1.5012 -0.8031
H -0.8131 0.1807 -0.6932
O -0.0752 1.8542 6.1190
H 0.0065 1.2876 -0.1923
H 0.0583 -3.1282 -5.9742
O -1.8094 -2.9193 -0.2166
H 1.6813 0.2039 0.1561
H -0.0060 2.8916 0.0589



DFT (ωB97M-V with the def2-TZVPD basis set) results for 9 unconnected molecules or ions with the total composition C5H25NO8.

Properties
spin multiplicity	1
E	-23458.493	eV

Last column: natural (NBO) charge in e.
Geometry (Å):
C  -1.90272  1.87356  -1.84656  -0.340
C  -0.79105  1.16880  -1.79255  -0.258
C  -0.64557  -0.15247  -1.24152  0.123
C  -1.57127  -0.67077  -0.40566  -0.538
N  0.53317  -0.88372  -1.40241  -0.662
C  0.57667  -2.29699  -1.10449  -0.438
H  -2.85952  1.45622  -1.61755  0.199
H  -2.00471  2.88572  -2.21589  0.208
H  0.14237  1.60151  -2.13427  0.220
H  -1.39798  -1.61326  0.18412  0.196
H  -2.47256  -0.15198  -0.05729  0.210
H  1.31286  -0.58349  -1.98449  0.440
H  0.15439  -2.99025  -1.80583  0.207
H  1.70519  -2.43922  -1.14949  0.208
H  0.61434  -2.53794  -0.04358  0.189
O  -2.91232  -0.82892  3.09734  -0.948
H  -2.51287  -1.16123  2.29018  0.470
H  -2.22723  -0.36165  3.60002  0.481
O  0.24199  -2.54865  3.33359  -0.934
H  0.92315  -1.93262  3.04828  0.479
H  -0.13562  -2.87801  2.50730  0.458
O  3.10251  -0.00403  -2.38750  -0.980
H  3.15195  0.74364  -1.76282  0.513
H  3.59020  -0.74716  -2.02611  0.469
O  3.42546  2.15581  -0.70213  -0.975
H  2.70831  2.57546  -0.17375  0.509
H  4.02127  2.07000  0.05937  0.476
O  1.72671  2.09230  1.31818  -0.999
H  1.65222  2.61775  2.11257  0.483
H  1.15536  1.31887  1.28026  0.508
O  0.35882  -0.26780  1.82940  -0.961
H  -0.38380  0.30434  1.58748  0.499
H  0.60199  -0.69162  0.99715  0.475
O  -2.55181  -1.20838  -3.20798  -0.911
H  -1.97141  -0.42918  -3.24128  0.460
H  -1.78898  -1.74256  -2.93444  0.455
O  -0.89296  1.89527  2.54077  -0.970
H  -0.89267  2.52500  3.26870  0.490
H  -1.78388  1.83766  2.18289  0.488

Cartesian forces, eV/Å:
C -0.8295 0.4425 -0.5172
C 1.2077 0.8661 -0.5172
C -0.2967 -1.8701 1.9268
C -0.5034 -0.5991 1.4365
N -0.7307 0.1873 -0.4295
C 4.3550 0.8624 0.5329
H -0.3862 -0.4716 0.4051
H 0.6046 0.0200 -0.0734
H 0.0563 0.2202 -0.0656
H -0.1417 0.9102 -1.1114
H 0.4076 -0.0205 -0.6500
H -0.4004 0.4759 -0.0089
H -0.8253 -0.3190 0.0415
H -0.9434 -0.4057 -0.7724
H -1.5516 -0.2434 0.2208
O -0.2508 0.4237 0.2487
H 0.3291 0.0327 0.1222
H 0.0094 -0.4348 -0.4029
O 0.0270 -0.5757 -0.0273
H -0.1911 0.1992 0.0533
H 0.0393 0.0936 0.2791
O -0.3826 -0.1946 -0.4457
H 0.3400 -0.0370 0.2096
H 0.1969 0.1919 0.1708
O 0.0246 0.7548 0.9788
H -0.2376 -0.5154 -0.6627
H 0.3432 -0.3928 -0.5651
O 1.0755 0.8803 -0.8785
H -0.6009 -0.4514 0.2200
H -0.1503 -0.0115 0.9482
O 0.4112 0.0470 -0.5073
H 0.0505 -0.2870 0.2541
H -0.0537 -0.0230 -0.1487
O 1.5244 0.1626 -0.2055
H -1.0779 0.7309 -0.3727
H -0.7990 -1.0245 0.1378
O -0.1227 0.1148 0.0457
H -0.2921 -0.0581 -0.1097
H -0.2345 0.3192 0.2399



| no. | frontier orbital gap (Ha) |
| --- | --- |
| 1 | 0.307 |
| 2 | 0.305 |